A cluster of 10 separate species, C69H160F9N5O11P2 in total in a non-equilibrium geometry, computed with the ωB97M-V functional and the def2-TZVPD basis.

Last column: Mulliken charge in e.
Positions of all 256 atoms, in Å:
H  17.42818  9.67936  20.91337  0.351
H  14.35841  11.68341  17.74238  0.296
H  17.50656  12.39892  22.36234  0.258
C  31.91776  21.03563  22.29139  -0.692
H  30.91822  21.11776  17.71099  0.389
C  25.74812  11.85360  15.94811  0.054
H  13.86733  30.16458  19.78878  0.381
H  25.36017  16.35441  21.05029  0.452
H  16.18956  10.85843  19.33737  0.872
H  25.40572  7.37128  18.38348  0.358
H  27.91758  11.29432  18.74780  0.467
C  16.92084  11.68880  19.23081  -1.157
H  31.12189  17.27392  15.52233  0.264
O  18.72368  15.72952  18.83563  -1.079
C  15.56084  21.19164  21.91976  -0.670
C  15.09179  22.14852  20.83122  -0.162
H  21.53639  13.85427  20.12449  0.270
H  12.74696  28.76100  19.70413  0.306
H  12.41692  25.19945  19.41262  0.575
H  25.68352  10.75345  18.85657  -0.335
C  14.38547  28.53728  18.32206  -0.621
H  20.27424  18.10288  8.23551  0.330
F  27.88250  16.82524  21.32367  -0.286
H  31.69114  23.09845  18.79782  0.388
H  17.63997  17.02999  22.33850  0.310
H  14.93995  26.58371  17.45976  0.208
C  20.91907  18.18907  5.20293  -0.577
H  16.32317  23.73766  21.28373  0.493
H  30.45134  13.81569  16.69348  0.277
H  27.27828  9.38333  17.41337  0.260
N  29.74843  15.53445  15.64249  0.427
H  23.94957  12.88634  15.90758  0.816
O  27.49668  14.45062  17.32197  0.512
H  16.07911  26.44497  19.68178  0.409
H  12.59282  23.66286  20.20689  0.776
H  16.08385  11.64457  21.74851  0.328
H  10.47407  23.22966  18.33213  0.354
C  18.60558  17.02257  18.90405  0.129
C  31.89258  22.64698  19.78566  -0.805
C  18.69943  13.14509  17.33182  1.410
H  28.84687  16.84608  14.33960  0.436
H  19.26060  21.20130  7.70407  0.344
H  16.55916  11.29411  14.50398  0.475
O  28.40475  10.73937  20.70035  -0.550
H  16.86650  10.89642  23.12667  0.406
C  16.78635  16.71996  20.45891  1.016
H  19.33546  8.68322  15.38502  0.285
H  13.01484  22.48190  18.12876  0.413
H  32.10864  20.28008  23.11050  0.473
H  28.57004  9.01894  18.58348  0.352
C  17.05024  11.41810  22.18023  -1.173
H  17.01460  18.94564  6.72025  0.397
H  29.78088  15.99559  17.74067  0.251
H  19.52483  17.51764  18.87789  -0.035
H  23.51084  14.87788  21.11968  0.507
O  21.94182  19.08993  5.59099  -0.477
H  15.98038  13.69539  16.08306  0.710
C  17.31482  10.56781  16.46198  -1.039
H  27.03931  7.02696  20.31791  0.380
H  19.58662  22.84641  15.75066  0.363
H  29.19449  11.25619  20.62175  0.371
O  21.20186  15.30938  18.65885  0.875
H  27.04698  16.31534  16.41822  0.860
H  11.60148  23.04020  15.38239  0.330
O  29.35480  18.30174  19.38498  -1.162
H  28.17041  8.28843  20.74349  0.289
H  11.97683  14.26208  18.20855  0.448
H  34.17606  15.57317  20.06751  0.375
H  18.82162  17.78172  5.34406  0.437
H  30.33785  13.66999  14.86967  0.404
H  18.81607  12.20242  20.22983  -0.217
H  21.17515  17.23194  5.69914  0.269
C  16.88097  16.37752  21.92148  -1.338
H  25.85269  15.29600  19.80668  0.037
H  33.62261  17.00821  19.05209  0.258
H  13.25216  26.68045  18.15015  0.130
H  31.88509  15.61434  15.76651  0.312
N  26.58049  8.90244  19.35485  0.038
H  24.60134  8.46596  19.60951  0.417
H  22.69138  16.35054  17.72899  -0.138
H  21.29500  15.40756  20.77607  0.583
C  33.33344  16.05550  19.49211  -1.074
C  17.49302  10.87254  14.87298  -0.126
C  20.13508  14.65411  15.90253  1.066
H  20.85264  13.83534  15.93399  0.123
H  13.43848  14.17730  16.29624  0.379
H  22.14470  9.97338  18.66139  0.523
H  15.13604  24.36767  17.21189  0.862
H  18.58977  13.66667  18.31874  0.008
P  17.21525  12.07818  17.45956  0.627
H  22.44567  12.95751  17.76376  -0.192
O  31.07353  16.72490  19.63957  -0.067
H  30.67998  19.77615  21.21293  -0.191
H  16.47667  12.54743  19.79867  0.472
H  23.69548  14.16327  19.46769  -0.267
C  18.22158  11.30352  19.95860  0.390
H  18.84748  10.35069  21.74060  0.444
H  15.08291  22.52371  23.57349  0.313
C  14.57059  12.37418  16.88044  -0.430
C  19.24836  18.25514  8.00702  -0.804
H  25.65625  10.33735  20.53383  0.552
C  28.99302  16.30432  20.76597  0.528
F  18.66057  17.47242  16.56893  -0.344
H  15.88975  17.36134  20.27655  0.320
H  9.94930  22.79833  15.97320  0.372
H  18.69220  18.71421  8.82467  0.380
H  31.93280  15.54167  21.06641  0.394
H  20.37164  15.27417  16.74949  -0.266
H  22.54739  19.10534  4.82959  0.331
H  17.47104  20.45791  7.60780  0.430
H  24.09862  17.40514  17.84732  0.426
H  16.63772  15.90394  19.73454  -0.753
H  19.70299  8.50790  13.57606  0.373
H  32.92269  21.55062  22.19098  0.284
H  14.32581  28.66058  20.58842  0.312
H  18.34798  11.51493  14.77983  0.102
C  23.71000  16.37182  18.02268  0.031
F  17.31302  18.76339  17.63246  -0.294
N  19.08951  19.26870  6.83125  -0.138
O  23.94886  11.53991  17.38167  -0.205
H  13.58816  14.47525  18.69419  0.179
H  27.52947  7.67253  17.92350  0.434
H  32.31691  20.34831  18.42282  0.437
C  25.31258  16.25240  19.94054  -1.243
C  15.58253  23.88243  18.06084  -1.780
C  23.24792  14.94225  20.06374  -0.307
C  19.41952  18.67852  5.50020  -0.682
H  28.92705  13.67004  15.80735  0.225
C  21.74075  14.90071  19.91071  -0.815
C  17.91332  10.60825  21.26411  -0.803
H  18.90625  17.34650  7.52712  0.350
H  14.73428  11.79558  15.92053  0.261
H  17.60539  9.66352  13.11628  0.395
C  14.32677  26.96924  18.28221  -0.271
C  25.29208  8.39638  18.78189  -0.862
C  27.70101  15.86034  17.19208  -0.555
H  29.04005  20.73284  19.85366  0.140
C  29.90942  14.04109  15.81358  -0.706
H  31.20847  15.94769  14.27669  0.425
H  13.15265  23.98861  17.11865  -0.020
H  29.25744  17.29405  16.56784  0.281
C  29.15947  16.21863  16.86706  -0.844
H  29.40162  22.14668  20.91225  0.314
H  22.10869  11.57796  16.67547  0.704
C  17.11625  23.89418  18.11448  -0.746
H  17.29390  8.66695  14.56318  0.359
H  20.81010  11.10132  18.57199  -0.443
P  14.76064  24.56758  19.53947  1.009
C  31.26185  20.51855  18.57938  -0.750
H  19.35667  16.05335  14.50456  0.368
C  19.33392  9.17325  14.38088  -1.094
C  13.79783  29.05683  19.65960  -1.108
F  16.80232  16.65336  17.36208  -0.210
H  15.59169  21.83325  19.88625  0.020
C  27.48948  11.19584  19.71045  -0.794
H  20.12513  15.30603  18.66194  -0.759
H  14.46496  26.80651  20.38404  0.568
H  12.51084  12.75296  16.31875  0.403
C  17.65048  23.34265  16.74764  -0.277
C  31.51060  20.41089  20.95450  0.116
N  23.80750  16.25372  19.49603  0.919
N  31.07080  21.35276  19.86614  0.322
H  13.71938  28.95052  17.60469  0.383
C  21.92605  11.02577  18.70882  -0.954
H  19.98500  21.06139  5.92282  0.307
C  12.87459  13.74093  18.30038  -1.115
H  32.51414  17.20795  21.02493  0.186
H  15.24364  20.21419  21.59226  0.317
H  17.06180  23.87228  15.85722  0.274
H  21.03668  17.99212  4.14874  0.493
O  17.94847  17.52584  20.07487  -0.455
C  14.96511  26.32494  19.56676  -0.812
C  27.56887  8.72364  18.24355  -0.836
C  17.83277  9.52169  14.17018  -0.747
H  16.65965  21.14393  21.99472  0.435
H  19.52866  12.46586  17.40957  -0.878
H  29.38018  22.28804  19.02005  0.399
C  27.08416  8.08445  20.48678  -0.736
H  26.49878  8.42847  21.33831  0.340
H  19.49160  24.42270  16.58479  0.367
C  11.23370  23.60256  17.54659  -0.408
H  32.32054  19.80179  20.53623  0.365
F  29.71374  15.60282  21.70835  -0.310
C  12.67369  23.49158  18.01337  -0.457
H  23.44458  17.42792  21.31691  0.306
H  18.76834  10.65039  19.25016  -0.024
C  24.59234  12.65556  16.67002  -0.516
H  17.99158  14.81440  16.20942  0.230
H  15.26682  20.77199  23.98254  0.468
C  26.26698  10.38367  19.64705  0.195
H  22.20219  11.48456  19.64298  0.343
C  29.94248  17.44010  20.25215  -0.239
H  18.23773  10.03007  16.74494  0.513
C  11.02764  22.73390  16.28174  -1.279
F  25.36120  10.67545  15.34982  -0.348
H  18.50689  13.38470  15.26468  0.475
C  13.32648  13.26478  16.84363  -0.789
H  27.21456  12.22676  19.85229  0.392
C  23.21842  17.42771  20.24716  -0.539
C  15.84547  13.19744  17.06276  -0.623
H  22.10085  17.34838  20.15900  -0.085
C  19.91895  20.62390  6.98461  -0.650
C  32.18246  16.34348  20.43789  -0.328
H  15.41882  28.78210  18.18167  0.361
H  30.67312  19.60027  18.70307  0.171
H  25.05218  9.08188  17.99813  0.320
C  15.28830  23.64257  21.02794  -0.916
H  19.17872  19.43826  4.79963  0.460
H  14.04910  21.91712  20.72739  0.230
H  30.32067  17.80935  21.17373  0.593
H  24.35833  15.64073  17.51516  -0.264
H  25.84431  16.98182  19.39144  0.604
H  23.62276  18.34274  19.79770  0.400
H  33.03210  22.40214  19.91679  0.287
H  17.65123  24.82490  18.18986  0.353
O  25.07777  13.69235  17.34912  -1.000
H  13.86420  21.23207  23.16302  0.327
C  17.79218  17.48760  17.68193  0.733
H  17.61796  20.36535  5.83395  0.392
C  14.91842  21.46725  23.29996  -1.352
O  30.90771  21.97690  22.59449  -0.477
F  26.68217  11.48716  16.83660  -0.050
H  30.89546  22.12662  23.54421  0.326
H  20.07560  9.94605  14.38712  0.267
H  26.47482  14.30031  17.29669  0.009
C  19.17310  23.39859  16.62194  -1.257
C  17.70258  19.80778  6.77134  -0.912
H  10.98653  24.62995  17.26938  0.306
C  29.61636  21.68122  19.94262  -0.672
H  21.06800  16.22792  14.74886  0.417
H  31.51235  23.30426  20.56900  0.341
H  17.49065  23.18315  18.85709  0.303
H  20.55726  14.89291  13.78073  0.452
H  15.94101  14.03186  17.75421  -0.085
C  28.86459  15.80144  14.43828  -0.930
C  22.54757  11.84581  17.58630  0.161
H  15.29677  22.82117  17.93640  0.587
H  27.88296  15.46053  14.66913  0.214
C  18.77604  14.07607  16.10236  -1.115
F  28.51840  15.37690  19.93258  -0.161
H  15.92957  16.48298  22.42254  0.395
C  31.09200  16.19088  15.31452  -0.747
H  11.24704  21.69372  16.53643  0.320
F  26.38622  12.59328  15.04125  -0.301
H  33.05272  15.37648  18.68684  0.189
H  12.81374  12.96017  19.06875  0.303
C  12.95529  24.22289  19.33900  -1.275
H  20.94164  20.39088  7.37276  0.320
C  20.29566  15.49145  14.63941  -1.936
H  19.61187  22.90581  17.52712  0.286
H  27.52083  16.41692  18.09992  -0.329
H  14.74607  23.96202  21.88555  0.712
H  17.22570  22.27642  16.60997  0.191
H  16.45867  9.89826  16.63353  0.607
H  29.25495  15.30127  13.59678  0.444
H  17.26292  15.37179  22.08022  0.230

Properties
Total charge: +4
HOMO-LUMO gap (eV): 7.89
DFT total energy (a.u.): -5406.5536
E_LUMO (eV): -5.44
HOMO level (eV): -13.32